Below is a gas-phase ion, CH6N3O (charge +1) at a distorted geometry, with properties calculated with ωB97M-V/def2-TZVPD.

Structure (XYZ):
```
11
Properties=species:S:1:pos:R:3:forces:R:3:lowdin_charge:R:1
C 0.284323 -0.353206 0.028398 1.1 3.6 -0.9 -0.599
N 1.431997 0.159423 -0.662057 -0.8 0.7 -1.4 0.157
N -0.502276 -1.388602 -0.052801 1.7 -2.7 3.6 0.224
N -0.585784 1.098852 0.234910 0.4 0.8 -0.2 0.234
O 1.378334 -0.216767 0.754200 1.1 -1.1 0.9 0.094
H 1.982276 -0.437250 -1.327726 -0.6 -0.4 1.6 0.162
H -0.700277 -1.871453 0.843622 0.3 0.3 -0.9 0.171
H -1.230247 -1.361936 -0.640676 -3.1 0.0 -2.8 0.079
H -1.418051 1.084687 0.863789 0.5 -0.1 -0.9 0.167
H -0.739316 1.546810 -0.697246 -0.5 -0.7 0.9 0.166
H 0.099016 1.739442 0.655590 -0.1 -0.2 0.1 0.145
```
Forces are in eV/Å.

Summary:
- E (Ha) = -280.84168
- total charge = +1
- energy relative to the best compared isomer or geometry (same formula, charge and spin) (kcal/mol) = 57.5
- LUMO energy (eV) = -3.7
- multiplicity = 1
- frontier orbital gap (Eh) = 0.4288